C33H46As3ClFNO3SY | the ωB97M-V functional and the def2-TZVPD basis

For the frontier orbital gap, the calculation gives 0.306 hartree. The energy above the lowest of the compared OMol25 structures with the same formula, charge and spin is 0.0 kcal/mol. The calculation puts the total energy at -9269.37438 hartree. Its total charge is +1.

Geometry (Å):
Y  -1.0477  0.4286  0.0276
C  1.9042  -1.8409  -2.2134
As  1.1247  -0.0868  -2.1337
C  1.2536  0.2790  -4.0090
C  2.7667  0.7449  -1.4470
C  2.9177  2.2645  -1.1907
C  2.1055  3.0522  -2.2388
C  2.4642  2.6150  0.2291
As  0.6010  3.0431  0.5805
C  0.4136  4.8735  -0.0122
C  0.9507  3.7733  2.3487
C  4.4576  2.5570  -1.3041
As  5.3221  4.3571  -1.2042
C  4.9282  4.9976  -3.0022
C  4.0209  5.4953  -0.2342
H  2.7342  -1.8816  -2.9099
H  1.1576  -2.5912  -2.4979
H  2.2839  -2.0588  -1.1954
H  2.2999  0.3322  -4.3056
H  0.7498  1.2044  -4.2610
H  0.8008  -0.5225  -4.5706
H  3.5256  0.4128  -2.1886
H  2.9833  0.1561  -0.5494
H  1.0363  2.7960  -2.1489
H  2.4635  2.8569  -3.2591
H  2.1962  4.1134  -2.0548
H  3.0152  3.4566  0.6386
H  2.6342  1.7954  0.9280
H  1.1814  5.4625  0.4377
H  -0.5221  5.2321  0.3973
H  0.4072  4.9800  -1.0966
H  1.7683  4.4770  2.2555
H  1.1647  3.0185  3.0732
H  0.0619  4.3184  2.6670
H  4.8376  2.2039  -2.2627
H  5.0021  1.9558  -0.5519
H  5.4203  4.3724  -3.7416
H  5.3634  5.9769  -3.0564
H  3.8791  5.0379  -3.1764
H  4.0479  5.2721  0.8312
H  2.9986  5.4529  -0.6104
H  4.4148  6.5124  -0.3804
N  -4.2638  0.3120  1.6945
C  -3.2828  0.5897  1.1668
H  -5.1322  0.0197  2.1042
Cl  3.8879  -3.3445  6.0279
C  3.0003  -2.4431  4.8672
C  1.9398  -1.6576  5.3080
C  1.1214  -1.0740  4.3756
C  1.3845  -1.2750  3.0345
C  2.4525  -2.0529  2.5795
C  3.2816  -2.6163  3.5049
C  0.5108  -0.6377  2.0538
O  -0.4971  0.0400  2.3865
O  0.8545  -0.8001  0.8387
H  1.7521  -1.5349  6.3757
H  0.2291  -0.5150  4.6918
H  2.6218  -2.1460  1.5048
H  4.0918  -3.2621  3.2753
O  -1.7477  -1.6727  -0.4956
S  -1.5075  -3.0519  -1.1080
C  -2.4017  -4.3191  -0.1287
C  -2.8456  -3.7244  1.1671
C  -4.1761  -3.4430  1.4263
C  -4.5284  -2.9500  2.6875
C  -3.5303  -2.6473  3.6087
C  -2.1802  -2.8329  3.3038
C  -1.8515  -3.3538  2.0639
C  -2.5404  -3.1724  -2.6021
C  -3.9994  -2.8711  -2.3635
C  -4.3247  -1.5535  -2.1611
C  -5.6251  -1.1883  -1.8290
C  -6.6015  -2.1647  -1.7363
C  -6.2823  -3.5041  -1.9140
C  -4.9818  -3.8765  -2.2475
H  -1.7244  -5.1702  0.0105
H  -3.2494  -4.7003  -0.6709
H  -4.9450  -3.6639  0.6787
H  -5.5869  -2.8086  2.9604
H  -3.7926  -2.3106  4.6047
H  -1.3828  -2.5854  3.9862
H  -0.8083  -3.5498  1.8965
H  -2.3578  -4.1883  -3.0122
H  -2.0861  -2.4449  -3.2839
H  -3.5575  -0.7913  -2.2528
H  -5.9100  -0.1523  -1.6964
H  -7.6437  -1.8946  -1.5665
H  -7.0817  -4.2348  -1.8926
H  -4.7145  -4.9257  -2.4159
F  -2.0757  1.2483  -1.4140


C5H8N2O2S | the ωB97M-V functional and the def2-TZVPD basis

For the frontier orbital gap, the calculation gives 0.343 hartree. The energy above the lowest of the compared OMol25 structures with the same formula, charge and spin is 100.3 kcal/mol. The calculation puts the total energy at -853.38359 hartree. The SMILES is CC/N=C(/C#N)S(C)(=O)=O. Its total charge is 0.

Geometry (Å):
C  -0.6170  2.6380  0.5611
C  -0.1877  1.2529  0.2093
N  -0.8305  0.3781  1.1115
C  -0.5785  -0.8996  0.8686
C  -1.2773  -1.8871  1.4955
N  -1.7576  -2.6550  2.2078
S  0.5136  -1.4969  -0.4696
C  0.5475  -3.3529  -0.4266
O  1.8709  -1.1033  -0.2532
O  -0.0586  -1.1462  -1.7538
H  -1.6327  2.8864  0.1838
H  -0.4990  2.9360  1.7016
H  -0.1571  3.4924  0.0942
H  0.9520  1.1647  0.2105
H  -0.4744  1.1253  -0.8666
H  -0.2301  -3.7500  0.2006
H  0.2877  -3.6542  -1.5259
H  1.5389  -3.5701  -0.1896


C18H68O28S6 | the ωB97M-V functional and the def2-TZVPD basis

For the frontier orbital gap, the calculation gives 0.391 hartree. The calculation puts the total energy at -5222.33685 hartree. Its total charge is 0.

Geometry (Å):
O  1.4035  4.1387  -0.1961
H  0.5402  4.0548  0.2055
H  1.3684  5.0349  -0.5735
O  -0.2819  -3.3557  -1.7075
H  -0.1675  -4.3191  -1.6382
H  0.1125  -3.0784  -2.5359
O  5.3584  -2.1258  -2.6921
H  6.1766  -2.5204  -3.0116
H  5.7077  -1.4298  -2.0914
O  3.6535  2.2848  -1.2212
H  3.1336  1.6503  -0.6967
H  3.1987  2.3742  -2.0566
O  6.3862  0.1720  -1.4893
H  6.5681  -0.0035  -0.5582
H  5.4456  0.3478  -1.5833
O  -1.3149  2.6288  0.5532
H  -1.4759  1.7652  0.9498
H  -2.1957  3.0263  0.4441
O  0.4529  -2.9758  -4.5800
H  1.3831  -2.7819  -4.6934
H  0.2940  -3.7131  -5.1723
O  -0.4273  -3.5175  3.0867
H  -0.2705  -2.7557  2.4913
H  -1.1561  -3.2057  3.6458
O  0.4552  0.0223  -5.2330
H  -0.1085  -0.6188  -4.7562
H  1.2227  -0.4998  -5.5361
O  2.8161  -1.6695  -4.2130
H  2.3480  -1.2516  -3.4618
H  3.6914  -1.7831  -3.8574
O  -8.1863  0.5244  -0.2070
S  -6.9684  -0.1976  0.0157
O  -6.8911  -1.6064  -0.1534
O  -5.8574  0.4553  -0.9804
C  -4.6435  -0.2948  -1.2674
C  -4.8482  -0.9880  -2.6025
C  -6.3260  0.2561  1.6486
H  -4.6038  -1.0505  -0.4658
H  -3.7739  0.3730  -1.2186
H  -4.9938  -0.3254  -3.4449
H  -5.7708  -1.5549  -2.5058
H  -4.0658  -1.6919  -2.8788
H  -5.2971  -0.0966  1.5813
H  -6.8080  -0.2475  2.4996
H  -6.4096  1.3199  1.6311
O  6.3120  5.9321  1.2233
S  6.8248  4.6030  1.0390
O  8.0538  4.1509  1.6266
O  5.7794  3.5538  1.7419
C  4.3713  3.8959  1.6676
C  3.5015  2.8457  2.4021
C  6.7037  4.1435  -0.7122
H  4.0653  3.9502  0.5946
H  4.2171  4.9005  2.0606
H  2.4640  2.9755  2.0687
H  3.5788  2.9116  3.4987
H  3.8219  1.8387  2.1204
H  5.6451  4.2417  -0.9900
H  7.0005  3.0941  -0.6611
H  7.3419  4.8127  -1.2884
O  2.1380  -6.5182  -1.3715
S  2.8551  -6.8549  -0.1877
O  3.8827  -6.1258  0.4690
O  1.5933  -7.0886  0.8598
C  1.8797  -7.2447  2.2813
C  1.6369  -5.9125  3.0088
C  3.4031  -8.5422  -0.4207
H  2.9003  -7.5876  2.3572
H  1.2018  -8.0199  2.6993
H  1.7525  -6.0410  4.0724
H  0.5982  -5.6825  2.7937
H  2.2411  -5.0614  2.6606
H  3.8217  -8.8911  0.5056
H  4.0916  -8.6043  -1.2288
H  2.4603  -9.0643  -0.5759
O  -2.4384  0.4266  1.7104
S  -2.7725  0.2192  3.0972
O  -3.6289  -0.8307  3.5119
O  -1.4377  0.0197  3.9078
C  -0.1304  0.6123  3.4514
C  0.4394  1.4039  4.5955
C  -3.4892  1.7461  3.9263
H  -0.4154  1.2829  2.6633
H  0.4310  -0.2523  3.0333
H  1.4526  1.7164  4.3941
H  0.4096  0.8697  5.5550
H  -0.1341  2.3672  4.7276
H  -2.7110  2.4946  3.7328
H  -3.4631  1.4672  4.9760
H  -4.4594  1.9389  3.5511
O  -3.0609  4.7929  -2.3460
S  -3.8203  3.5936  -2.1048
O  -3.1593  2.3683  -1.8669
O  -4.6178  3.7979  -0.6774
C  -4.9449  5.1376  -0.2706
C  -5.9169  5.0997  0.9145
C  -5.1213  3.3637  -3.3176
H  -5.4573  5.5354  -1.1372
H  -4.0390  5.6687  -0.0699
H  -5.4039  4.8044  1.8363
H  -6.7529  4.4331  0.7232
H  -6.2484  6.1194  1.1721
H  -5.6490  2.5321  -2.8592
H  -4.8001  3.0832  -4.3039
H  -5.7333  4.2581  -3.4380
O  3.1147  -0.1229  0.1949
S  1.9237  -0.8971  0.0458
O  0.8546  -0.5664  0.9221
O  1.3601  -0.4368  -1.4429
C  0.2542  0.4777  -1.7706
C  -1.0351  -0.2145  -1.5051
C  2.1979  -2.3659  -0.1582
H  0.4553  0.6051  -2.8390
H  0.3943  1.3947  -1.2041
H  -1.4114  -0.1851  -0.4812
H  -1.0905  -1.2675  -1.8450
H  -1.7742  0.3708  -2.0268
H  2.5983  -2.9130  0.7070
H  2.9725  -2.5349  -0.9201
H  1.2463  -2.7948  -0.5534


C39H33FFeN2O4P | the ωB97M-V functional and the def2-TZVPD basis

For the frontier orbital gap (alpha / beta), the calculation gives 0.248 / 0.291 hartree. The energy above the lowest of the compared OMol25 structures with the same formula, charge and spin is 0.0 kcal/mol. The calculation puts the total energy at -3620.87895 hartree. Its expectation value of S² is 0.89. Its total charge is +2. Its multiplicity is 2.

Geometry (Å):
Fe  -1.8120  -0.0481  -0.1074
C  -4.2690  0.1031  0.1547
C  -4.0301  -1.2654  0.0059
C  -3.5698  -1.7573  -1.2184
C  -3.3770  -0.9016  -2.3010
C  -3.5862  0.4620  -2.1444
C  -4.0098  0.9678  -0.9119
H  -4.6602  0.4969  1.0792
H  -4.1988  -1.9413  0.8322
H  -3.3707  -2.8159  -1.3228
H  -3.0193  -1.2876  -3.2454
H  -3.3760  1.1391  -2.9607
H  -4.2097  2.0242  -0.8101
O  -2.0031  -1.4944  2.4407
N  -2.1331  -0.1783  2.0461
C  -2.6206  0.5655  2.9618
C  -2.7761  2.0002  2.8156
C  -3.4823  2.6622  3.8191
C  -3.6756  4.0350  3.7672
C  -3.1498  4.7624  2.7131
C  -2.4144  4.1210  1.7226
C  -2.2204  2.7438  1.7603
P  -1.0135  1.9979  0.6466
C  0.4863  1.8385  1.6344
C  1.0145  3.0226  2.1584
C  2.1777  2.9870  2.9069
C  2.8130  1.7755  3.1460
C  2.2806  0.5977  2.6442
C  1.1188  0.6274  1.8879
C  -0.6786  3.0983  -0.7351
C  0.6350  3.2810  -1.1530
C  0.9025  4.0344  -2.2863
C  -0.1364  4.6024  -3.0034
C  -1.4500  4.4280  -2.5857
C  -1.7208  3.6752  -1.4578
H  -1.5942  -1.9127  1.6536
H  -2.9545  0.1029  3.8865
H  -3.8946  2.0937  4.6425
H  -4.2308  4.5304  4.5513
H  -3.2882  5.8336  2.6646
H  -1.9761  4.7078  0.9269
H  0.5225  3.9718  1.9813
H  2.5850  3.9035  3.3105
H  3.7179  1.7519  3.7381
H  2.7592  -0.3494  2.8540
H  0.6803  -0.2917  1.5417
H  1.4507  2.8308  -0.6012
H  1.9243  4.1763  -2.6092
H  0.0746  5.1891  -3.8867
H  -2.2593  4.8846  -3.1387
H  -2.7430  3.5571  -1.1305
C  3.6854  -3.0537  -4.0025
C  3.9045  -3.1972  -2.5048
C  4.2591  -4.6276  -2.1369
C  4.4745  -4.7494  -0.6425
C  3.2322  -4.3289  0.0771
C  2.8855  -4.8903  1.2812
C  1.7167  -4.4996  1.9332
F  1.4128  -5.0838  3.0884
C  0.8828  -3.5507  1.4169
C  1.2146  -2.9438  0.1935
C  0.3861  -1.8932  -0.3523
O  -0.6918  -1.5440  0.2855
C  0.7905  -1.3234  -1.5618
C  1.9251  -1.8075  -2.1936
N  2.6914  -2.7706  -1.7170
C  2.3826  -3.3484  -0.4890
C  0.0775  -0.2108  -2.2725
O  0.3986  0.1002  -3.3939
O  -0.8681  0.4274  -1.6207
H  4.5267  -3.5241  -4.5088
H  3.6539  -2.0215  -4.3447
H  2.7752  -3.5647  -4.3184
H  4.7098  -2.5329  -2.1780
H  5.1590  -4.9057  -2.6838
H  3.4590  -5.2954  -2.4691
H  5.3044  -4.1045  -0.3356
H  4.7440  -5.7658  -0.3588
H  3.5066  -5.6510  1.7352
H  -0.0253  -3.3017  1.9366
H  2.1875  -1.3761  -3.1470


C8H14OPTi | the ωB97M-V functional and the def2-TZVPD basis

For the frontier orbital gap (alpha / beta), the calculation gives 0.200 / 0.245 hartree. The calculation puts the total energy at -1579.06666 hartree. Its expectation value of S² is 0.77. Its total charge is 0. Its multiplicity is 2.

Geometry (Å):
C  0.2549  -0.6565  -3.0109
C  -1.0231  0.2974  -2.7921
C  -0.6027  1.5315  -2.1706
C  0.7952  1.3797  -1.7343
C  1.4512  0.0967  -2.1505
Ti  -0.2735  -0.1651  -1.0137
P  0.6660  -2.3721  -0.2293
H  0.3004  -1.6550  -3.5400
H  -2.1672  0.0011  -2.9119
H  -1.2566  2.3885  -1.9417
H  2.5296  -0.1724  -1.9336
H  1.3349  2.1609  -1.0641
H  1.9412  -2.5073  0.3970
H  1.0308  -3.3462  -1.1935
H  -0.0794  -3.2992  0.5631
C  -1.5494  1.0378  3.0265
C  -0.7305  0.5650  1.8587
C  0.6751  0.2257  2.1919
O  -1.2552  0.5183  0.6988
H  -1.0268  0.7223  3.9666
H  -2.5714  0.6312  2.9789
H  -1.5950  2.1395  2.9686
H  0.9239  -0.8453  2.1038
H  1.4384  0.8503  1.6670
H  0.7893  0.4732  3.2652


C15H31Br2N5O2PS | the ωB97M-V functional and the def2-TZVPD basis

For the frontier orbital gap, the calculation gives 0.311 hartree. The calculation puts the total energy at -6901.65405 hartree. Its total charge is +1.

Geometry (Å):
C  -1.8357  -3.7097  1.5428
C  -0.3394  -3.2634  1.2015
O  0.3431  -2.8004  2.1252
N  0.1516  -3.4732  -0.1708
C  1.5255  -4.0366  -0.0363
C  0.1597  -2.2100  -0.9637
C  -1.1896  -1.3663  -0.7955
C  -1.4333  -0.5610  -2.1523
C  -1.4979  1.0252  -2.0094
C  -0.4392  1.6685  -1.0488
N  0.7217  2.2297  -1.6219
C  1.5299  2.7635  -0.5661
N  2.7178  3.3367  -0.7560
P  3.5069  3.5885  -2.3516
C  3.3025  2.0528  -3.4476
O  5.2154  3.7341  -2.1415
N  0.7694  2.5281  0.6025
C  1.1446  2.9370  1.9957
C  1.1434  1.7123  3.0206
C  2.4947  0.8444  2.9489
S  2.3653  -0.3118  1.4979
N  -0.3925  1.8674  0.3527
H  -2.6113  -2.9509  1.2135
H  -1.9167  -3.8912  2.6644
H  -2.0608  -4.6857  1.0163
H  1.9735  -4.3513  -1.0411
H  2.2552  -3.3330  0.4914
H  1.4513  -4.9786  0.5980
H  0.2496  -2.5322  -2.0590
H  1.0498  -1.5336  -0.7617
H  -2.0204  -2.1471  -0.6890
H  -1.2111  -0.7044  0.1208
H  -0.7078  -0.8435  -2.9893
H  -2.4617  -0.8868  -2.5402
H  -2.5588  1.3693  -1.7723
H  -1.2792  1.4541  -3.0478
H  3.2350  3.6838  0.0593
H  4.2637  1.6960  -3.9252
H  2.4967  2.3346  -4.2079
H  2.8388  1.2120  -2.8238
H  5.5682  3.6029  -3.0515
H  0.3193  3.6467  2.3571
H  2.1034  3.5326  2.0343
H  0.2326  1.0434  2.8636
H  1.1245  2.1815  4.0647
H  3.3550  1.5769  2.7731
H  2.6693  0.2767  3.9212
H  3.6439  -0.2716  0.9293
H  -1.1214  1.5766  1.0120
Br  -5.9720  -2.1175  2.0662
C  -5.8660  -0.6971  0.7371
C  -4.4362  -0.4181  0.3508
Br  -3.5207  0.6152  1.7297
H  -6.3763  0.1694  1.1556
H  -6.4296  -1.0663  -0.1202
H  -4.3936  0.2027  -0.5452
H  -3.8500  -1.3211  0.1893


C7H19NOP | the ωB97M-V functional and the def2-TZVPD basis

For the frontier orbital gap, the calculation gives 0.412 hartree. The energy above the lowest of the compared OMol25 structures with the same formula, charge and spin is 33.7 kcal/mol. The calculation puts the total energy at -749.15344 hartree. The SMILES is CCCC[P@@](C)(O)=[N+](C)C. Its total charge is +1.

Geometry (Å):
C  -2.9837  0.3547  -1.7458
C  -2.0807  -0.4351  -0.8349
C  -0.9156  -1.1028  -1.3698
C  0.0969  -1.5307  -0.3784
P  1.0916  -0.0715  0.0846
C  2.7362  -0.3142  -0.4066
O  0.6485  1.4616  -1.1794
N  0.8723  0.4031  1.5329
C  1.6927  1.5463  1.9979
C  -0.3964  0.1008  2.2726
H  -2.4550  1.0563  -2.2871
H  -3.6342  0.8909  -1.1434
H  -3.6423  -0.2287  -2.4290
H  -2.7818  -1.2030  -0.4681
H  -1.8245  0.1328  0.0036
H  -1.2604  -1.9429  -1.9196
H  -0.3154  -0.5870  -2.1379
H  0.7921  -2.2349  -0.9070
H  -0.2945  -1.9747  0.4887
H  2.9489  -0.4225  -1.4134
H  2.9104  -1.3017  -0.0546
H  3.3760  0.4391  0.1068
H  1.4163  1.7056  -1.7092
H  1.8899  1.4651  3.0731
H  2.7272  1.4376  1.5007
H  1.2432  2.4946  1.6943
H  -0.9521  0.9790  2.4344
H  -0.7445  -0.8865  1.9567
H  -0.1615  -0.2314  3.2381